Density functional theory data (wB97M-V/def2-TZVPD) for an isolated molecule of C4H3FS2 at a distorted geometry.

Structure (ORCA input):
```
! wB97M-V def2-TZVPD RIJCOSX def2/J DEFGRID3
* xyz 0 1
S 0.35 -1.31 -1.21
C -0.04 0.49 -1.30
H 0.17 0.25 2.11
S -0.04 -2.79 1.55
H -1.16 0.53 -1.80
C 0.32 -0.01 1.09
C -0.09 0.87 0.05
H 0.66 1.29 -1.81
C 0.18 -1.41 0.69
F -0.35 2.10 0.63
*
```

The value obtained for the highest occupied orbital energy is -8.86 eV. The value obtained for the HOMO-LUMO gap is 8.128 eV. The calculation puts the LUMO energy at -0.027 Ha. For the relative energy (zero: lowest compared OMol25 entry of this formula, charge and spin), the calculation gives 1.484 eV. The SMILES is FC1=CC(=S)SC1. For the electronic energy, the calculation gives -28582.2479 eV.

How is the electron density shared among the atoms? According to Löwdin, the charges in e are: 0.845 -0.433 0.098 0.636 0.158 -0.098 -0.353 0.152 -1.044 0.038